# 1
The following is a quantum chemistry calculation of C5H6N2O in the gas phase at a distorted geometry, from the OMol25 dataset.

Last column: natural (NBO) charge in e.
Geometry (Å):
C (-1.684, -0.887, -0.514)  -0.293
C (-2.998, -0.736, -0.250)  -0.147
C (-0.743, -0.120, 0.055)  0.366
C (1.514, 0.802, 0.224)  0.164
C (2.939, 0.328, 0.179)  -0.656
N (-3.283, 0.333, 0.431)  0.017
N (0.563, -0.021, 0.093)  -0.413
O (-2.326, 1.129, 0.607)  -0.369
H (-1.368, -1.778, -1.070)  0.249
H (-3.806, -1.467, -0.494)  0.215
H (1.356, 1.824, 0.513)  0.181
H (3.118, -0.651, 0.467)  0.233
H (3.587, 0.940, 0.680)  0.221
H (3.131, 0.305, -0.920)  0.233

Max |F|   0.079 Eh/bohr
Orbital gap   7.95 eV
E_LUMO   -0.35 eV
ΔE to the lowest compared entry with this formula, charge and spin   110.9 kcal/mol

***

# 2
The following is a quantum chemistry calculation of C5H6N2O in the gas phase at a distorted geometry, from the OMol25 dataset.

Last column: natural (NBO) charge in e.
Geometry (Å):
C (0.725, 1.691, -1.502)  -0.712
C (0.130, 0.272, -1.323)  0.555
O (0.084, -0.405, -2.278)  -0.524
C (-0.105, -0.179, 0.051)  0.187
N (-0.262, 0.564, 1.058)  -0.411
C (-0.590, -0.338, 2.072)  -0.107
C (-0.640, -1.604, 1.597)  -0.092
N (-0.252, -1.478, 0.340)  -0.492
H (0.948, 1.949, -2.737)  0.226
H (1.716, 1.930, -0.953)  0.243
H (0.071, 2.409, -1.085)  0.232
H (-0.705, 0.089, 3.185)  0.220
H (-0.785, -2.595, 2.023)  0.228
H (-0.335, -2.306, -0.448)  0.446

Max |F|   0.137 Eh/bohr
Orbital gap   10.04 eV
E_LUMO   0.68 eV
Structure (SMILES)   CC(=O)c1ncc[nH]1
ΔE to the lowest compared entry with this formula, charge and spin   25.0 kcal/mol